Entry 1:
ORCA calculation (the ωB97M-V functional and the def2-TZVPD basis) on the ion C5H14N2 with charge +1.

Each line ends with the Mulliken spin population.
Positions of all 21 atoms, in Å:
C: 0.78188 -0.25620 -1.39126  0.028
C: 0.04467 0.93604 -0.86087  -0.011
C: -0.40706 0.78310 0.55723  0.021
C: -1.43637 -0.43436 0.68918  -0.012
C: -0.35450 -2.62340 1.45880  0.709
N: -0.89699 -1.47599 1.70141  0.251
N: 1.08026 2.11560 -0.91322  0.002
H: 1.36529 -0.74862 -0.53912  -0.012
H: 0.13183 -1.05123 -1.86544  -0.004
H: 1.45859 -0.28280 -2.22503  0.002
H: -0.72539 1.29316 -1.60023  0.003
H: -0.95144 1.69794 0.79432  -0.012
H: 0.57414 0.67895 1.09168  0.006
H: -1.30613 -0.93449 -0.33264  0.002
H: -2.36311 0.15850 0.87640  -0.001
H: 0.49763 -2.89993 1.99435  0.022
H: -0.44237 -3.03672 0.51545  0.026
H: -0.96040 -1.03633 2.66188  -0.019
H: 1.06920 2.79844 -1.69050  -0.001
H: 2.07341 1.68457 -0.76642  -0.001
H: 0.76687 2.63375 -0.15597  0.000

Forces on the atoms, in the same order (eV/Å):
C 0.1 -3.4 0.6
C 0.2 0.8 -3.3
C 0.4 -0.2 -0.2
C 3.1 -0.8 -0.6
C 1.3 -2.3 -0.3
N -4.1 7.4 1.5
N 1.8 -1.8 -0.9
H -0.9 0.4 -1.0
H 0.0 0.8 1.3
H 0.7 1.6 -0.5
H 0.4 -0.5 0.9
H 0.3 0.1 0.6
H -1.2 -0.1 0.4
H -1.3 0.4 1.6
H 0.1 -1.8 0.1
H 1.1 -0.6 1.1
H -0.4 -0.7 -1.8
H 0.4 -1.4 -1.5
H 0.1 -1.0 -0.1
H -2.1 1.4 -0.2
H 0.1 1.6 2.3

The calculation puts the energy above the lowest of the compared OMol25 structures with the same formula, charge and spin at 233.9 kJ/mol. The multiplicity is 2. Its charge is +1. The expectation value of S² is 0.753. The calculation puts the HOMO energy (alpha / beta) at -0.32998 / -0.49774 hartree. The value obtained for the LUMO energy (alpha / beta) is -3.64 / -3.65 eV. Its frontier orbital gap (alpha / beta) is 5.3 / 9.9 eV.

---

Entry 2:
ORCA calculation (the ωB97M-V functional and the def2-TZVPD basis) on a structure of composition CBr4N2O.

Each line ends with the Löwdin charge.
Positions of all 8 atoms, in Å:
C: 0.35021 -0.84466 -0.12134  -0.593
N: -0.50246 -1.14728 0.66237  -0.408
N: -0.46042 1.78650 0.03934  -1.480
O: 1.18472 -0.81496 -0.91705  0.098
Br: -1.64044 -0.48098 1.87846  0.731
Br: -0.91235 1.57678 -1.79616  0.577
Br: -1.53527 3.12737 0.82996  0.509
Br: 1.38883 2.22596 0.24838  0.567

Forces on the atoms, in the same order (eV/Å):
C -0.7 -0.5 0.7
N -0.5 -0.5 0.4
N 0.2 0.0 0.0
O 1.1 0.3 -1.0
Br 0.1 0.1 -0.1
Br 0.0 0.3 0.1
Br 0.1 0.1 -0.1
Br -0.3 0.2 -0.1

The calculation puts the energy above the lowest of the compared OMol25 structures with the same formula, charge and spin at 8.3 kJ/mol. The calculation puts the HOMO energy at -0.36528 hartree. The value obtained for the LUMO energy is -1.72 eV. Its frontier orbital gap is 8.2 eV.

---

Entry 3:
ORCA calculation (the ωB97M-V functional and the def2-TZVPD basis) on a cluster of 2 separate species, C4H5N3 in total.

Each line ends with the Löwdin charge.
Positions of all 12 atoms, in Å:
C: 3.02557 -0.16790 -0.04954  -0.179
C: -0.67363 0.28961 0.34219  0.030
C: 2.93996 -1.44667 0.22742  0.008
C: -3.18735 0.47811 0.01943  -0.119
N: 2.40863 0.80599 -0.49475  -0.157
N: 2.14154 1.89442 -0.74079  0.182
N: -1.81950 0.39849 0.16278  -0.147
H: 3.58845 -1.93740 0.84628  0.005
H: 2.06536 -2.10635 -0.18629  0.094
H: -3.42138 1.54017 0.23084  0.101
H: -3.24281 0.30147 -1.05515  0.098
H: -3.82483 -0.04995 0.69758  0.084

Forces on the atoms, in the same order (eV/Å):
C 1.5 -2.4 1.6
C -0.3 0.0 -0.1
C -3.8 -0.3 -2.5
C -0.5 2.5 -1.2
N -0.7 3.8 -1.1
N -0.4 -1.2 -0.2
N 2.3 -0.9 1.6
H 1.9 -1.1 1.3
H 1.5 1.3 0.8
H -0.2 -0.4 -0.5
H -1.5 -0.2 0.1
H 0.1 -1.1 0.1

The calculation puts the energy above the lowest of the compared OMol25 structures with the same formula, charge and spin at 583.3 kJ/mol. The calculation puts the HOMO energy at -0.29895 hartree. The value obtained for the LUMO energy is -0.03 eV. Its frontier orbital gap is 8.1 eV.

---

Entry 4:
ORCA calculation (the ωB97M-V functional and the def2-TZVPD basis) on the molecule C19H31N5O3.

Each line ends with the Löwdin charge.
Positions of all 58 atoms, in Å:
C: 0.86923 3.22131 1.78034  -0.050
C: -0.62407 2.92656 1.80957  -0.338
C: -0.96328 1.89431 2.88501  -0.141
C: -2.42824 1.49834 2.83903  -0.197
O: -2.79891 1.01392 1.55381  -0.127
C: -2.59123 1.99524 0.56518  -0.163
C: -1.11297 2.39088 0.46241  -0.193
C: -0.97969 3.42482 -0.64802  -0.422
O: -1.10687 4.61505 -0.40498  0.063
N: -0.77715 2.96245 -1.91699  -0.093
C: -0.63537 3.90807 -3.00822  -0.027
C: -0.58982 1.55649 -2.23366  -0.179
C: 0.87304 1.11327 -2.14760  -0.156
C: 1.07418 -0.40522 -2.02963  -0.163
C: 0.00065 -1.27811 -2.69942  -0.109
C: 0.24361 -2.72886 -2.34426  -0.452
O: 0.90708 -3.44972 -3.07089  0.061
N: -0.29346 -3.20220 -1.17320  -0.041
C: 0.13692 -4.52680 -0.73623  -0.128
C: 1.44307 -4.43872 0.06952  -0.080
C: 1.27360 -3.30781 1.02607  -0.173
C: 0.27672 -2.37287 0.98388  -0.229
N: 0.45191 -1.49671 2.00106  0.068
N: 1.50826 -1.84569 2.66745  0.037
N: 2.01690 -2.94193 2.08983  -0.136
C: 3.19569 -3.57372 2.64263  0.000
C: -0.77321 -2.35361 -0.08239  -0.073
H: 1.43305 2.30911 1.56180  0.082
H: 1.10998 3.97213 1.02674  0.079
H: 1.21050 3.59383 2.74788  0.081
H: -1.16786 3.85493 2.00927  0.147
H: -0.35479 0.99726 2.73946  0.099
H: -0.72860 2.29542 3.87507  0.124
H: -2.64254 0.69146 3.53836  0.123
H: -3.06525 2.35813 3.09329  0.126
H: -2.95794 1.57546 -0.37376  0.128
H: -3.17980 2.89723 0.78561  0.142
H: -0.53694 1.48690 0.24484  0.134
H: -0.76835 4.91063 -2.61505  0.084
H: 0.35480 3.83002 -3.46384  0.090
H: -1.38819 3.71756 -3.77659  0.091
H: -1.21473 0.95890 -1.57187  0.094
H: -0.97733 1.39295 -3.24169  0.131
H: 1.39935 1.49442 -3.02664  0.112
H: 1.33064 1.59916 -1.28336  0.111
H: 2.04826 -0.68776 -2.43123  0.122
H: 1.10587 -0.65835 -0.96521  0.100
H: -1.00437 -0.97145 -2.41380  0.101
H: 0.07375 -1.21344 -3.78487  0.129
H: -0.65514 -4.94081 -0.10862  0.132
H: 0.26607 -5.15471 -1.61176  0.122
H: 1.63341 -5.38382 0.58269  0.121
H: 2.27776 -4.25420 -0.61194  0.126
H: 3.64324 -4.20994 1.88291  0.088
H: 3.90392 -2.80289 2.93361  0.090
H: 2.93628 -4.17373 3.51349  0.092
H: -0.95692 -1.33931 -0.42352  0.105
H: -1.72470 -2.74379 0.28846  0.134

Forces on the atoms, in the same order (eV/Å):
C 0.0 0.0 0.0
C 0.0 0.0 0.0
C 0.0 0.0 0.0
C 0.0 0.0 0.0
O 0.0 0.0 0.0
C 0.0 0.0 0.0
C 0.0 0.0 0.0
C 0.0 0.0 0.0
O 0.0 0.0 0.0
N 0.0 0.0 0.0
C 0.0 0.0 0.0
C 0.0 0.0 0.2
C 0.0 0.0 -0.3
C -0.1 0.0 0.3
C 0.1 0.0 -0.1
C 0.0 0.0 0.0
O 0.0 0.0 0.0
N 0.0 0.0 0.0
C 0.0 0.0 0.0
C 0.0 0.0 0.0
C 0.0 -0.1 0.0
C 0.0 0.0 0.0
N 0.0 0.0 0.0
N 0.0 0.0 0.0
N 0.0 0.0 0.0
C 0.0 0.0 0.0
C 0.0 0.0 0.0
H 0.0 0.0 0.0
H 0.0 0.0 0.0
H 0.0 0.0 0.0
H 0.0 0.0 0.0
H 0.0 0.0 0.0
H 0.0 0.0 0.0
H 0.0 0.0 0.0
H 0.0 0.0 0.0
H 0.0 0.0 0.0
H 0.0 0.0 0.0
H 0.0 0.0 0.0
H 0.0 0.0 0.0
H 0.0 0.0 0.0
H 0.0 0.0 0.0
H 0.0 0.0 0.0
H 0.0 0.0 0.0
H 0.0 0.0 0.0
H 0.0 0.0 0.0
H 0.0 0.0 0.0
H 0.0 0.0 0.0
H 0.0 0.0 0.0
H 0.0 0.0 0.0
H 0.0 0.0 0.0
H 0.0 0.0 0.0
H 0.0 0.0 0.0
H 0.0 0.0 0.0
H 0.0 0.0 0.0
H 0.0 0.0 0.0
H 0.0 0.0 0.0
H 0.0 0.0 0.0
H 0.0 0.0 0.0

The calculation puts the energy above the lowest of the compared OMol25 structures with the same formula, charge and spin at 174.4 kJ/mol. The calculation puts the HOMO energy at -0.33519 hartree. The SMILES is C[C@@H]1CCOC[C@H]1C(=O)N(C)CCCCC(=O)N1CCc2c(nnn2C)C1. The value obtained for the LUMO energy is 0.62 eV. Its frontier orbital gap is 9.7 eV.

---

Number 1: maximum force 8.6 eV Å⁻¹, calculated total energy -8381.986 eV. Number 2: maximum force 1.5 eV Å⁻¹, calculated total energy -286230.338 eV. Number 3: maximum force 4.6 eV Å⁻¹, calculated total energy -8693.767 eV. Number 4: maximum force 0.3 eV Å⁻¹, calculated total energy -33799.430 eV.